Molecular formula: C34H48BMoN5O3PS3
Method: DFT, ωB97M-V/def2-TZVPD

Energy above the lowest of the compared OMol25 structures with the same formula, charge and spin   1.764 eV
Spin multiplicity   3
Total charge   +1
HOMO-LUMO gap (alpha / beta)   6.4271 / 6.1995 eV
Calculated total energy   -93947.3306 eV
HOMO energy (alpha / beta)   -10.0 / -9.8 eV
Lowest unoccupied orbital energy (alpha / beta)   -3.571 / -3.569 eV

Last column: Löwdin spin population.
Positions of all 96 atoms, in Å:
Mo -0.49505 -0.74682 -2.20554  1.6378
C -2.06400 1.35256 -3.41090  0.0398
N -2.09701 -0.17834 -3.55135  0.0421
C -3.32945 -0.83261 -3.11588  0.0020
C -3.57140 -0.49325 -1.63341  0.0030
N -2.43840 -1.04992 -0.84280  -0.0037
C -2.34563 -0.15491 0.37102  0.0010
C -2.49057 -2.43629 -0.50717  0.0074
C -3.72356 -3.07780 -0.07312  -0.0012
C -3.67583 -4.42813 0.30738  0.0051
C -2.53216 -5.17822 0.14435  -0.0007
C -1.28847 -4.58514 -0.10162  0.0054
C -1.24014 -3.21666 -0.43747  0.0103
S 0.19498 -2.31934 -0.41666  0.0799
C -1.77229 -0.66144 -4.82001  0.0141
C -2.33966 -0.12226 -6.03182  0.0015
C -1.79603 -0.43233 -7.26403  0.0038
C -0.78397 -1.40765 -7.36121  0.0035
C -0.27704 -2.03081 -6.23489  0.0041
C -0.80089 -1.65788 -5.00747  0.0230
S -0.03654 -2.44728 -3.57652  -0.0278
H -3.15042 1.63289 -3.40598  0.0077
H -1.38563 1.76249 -4.14726  0.0010
H -1.72806 1.69226 -2.37379  0.0129
H -3.12232 -1.89655 -3.14692  0.0005
H -4.06255 -0.55143 -3.89843  -0.0004
H -4.53078 -0.93699 -1.33007  0.0001
H -3.64473 0.59693 -1.39776  0.0001
H -3.23721 -0.21089 0.98381  0.0002
H -2.13310 0.85244 0.02527  0.0005
H -1.43166 -0.52591 0.95809  0.0002
H -4.72695 -2.57719 -0.06233  0.0000
H -4.58604 -5.01433 0.48604  0.0003
H -2.59472 -6.28835 0.28133  -0.0002
H -0.37708 -5.18804 -0.16961  0.0009
H -3.10418 0.65492 -5.94676  0.0001
H -2.18084 0.09036 -8.18291  0.0002
H -0.46315 -1.81360 -8.34170  0.0003
H 0.51436 -2.77486 -6.30461  0.0001
C -2.17811 -2.70637 6.84177  0.0000
S -0.34228 -2.62540 6.80076  0.0000
C 0.15820 -4.25171 7.57320  0.0000
O 0.02999 -1.63602 7.88364  0.0000
H -2.58069 -2.53566 7.87749  0.0000
H -2.58261 -3.60137 6.44181  0.0000
H -2.57043 -1.80096 6.43428  0.0000
H 0.17609 -4.28623 8.65594  0.0000
H 1.17651 -4.37894 7.22659  0.0000
H -0.48505 -5.06375 7.24120  0.0000
C 1.00236 1.34414 5.96186  0.0000
C 1.35087 2.63715 5.18867  0.0000
C 2.89771 2.81709 5.02090  0.0000
C 0.74664 3.80720 6.01114  0.0000
C 0.79875 2.71514 3.78582  -0.0004
C -0.00186 3.66438 3.16289  -0.0003
C -0.23864 3.72015 1.76835  0.0001
C 0.00320 2.53508 1.08787  0.0005
O -0.17984 2.28105 -0.27165  0.0042
B 0.45146 0.90924 -0.56696  0.0067
O 0.93720 0.57790 0.72190  -0.0042
C 0.85079 1.59686 1.64375  -0.0011
C 1.22327 1.61648 2.98989  -0.0002
H 1.23924 1.35017 7.00657  0.0000
H 1.66241 0.50274 5.54106  0.0000
H -0.02830 1.07009 5.82949  0.0000
H 3.48012 3.05902 5.88766  0.0000
H 3.15485 3.44456 4.16867  0.0000
H 3.14594 1.82400 4.65052  0.0000
H 0.89770 3.77038 7.12386  0.0000
H -0.29111 3.78562 5.76332  0.0000
H 1.16382 4.74596 5.73375  0.0000
H -0.44274 4.44436 3.79412  0.0000
H -0.78043 4.57667 1.37682  0.0000
H 1.89363 0.88255 3.44547  0.0000
C 3.83755 0.40262 -4.43072  0.0005
N 2.99817 1.61632 -4.51294  0.0071
C 3.60980 2.71832 -3.79782  0.0011
N 3.75378 2.37947 -2.33791  0.0044
C 4.51119 1.12575 -2.12424  0.0006
N 4.00421 0.02907 -3.01171  0.0159
C 2.86698 -0.60355 -2.42429  0.0238
P 1.48220 0.54876 -2.31347  0.0469
C 1.62152 1.35764 -4.10134  0.0095
C 2.46263 2.15115 -1.71669  0.0065
H 4.82964 0.60348 -4.90158  0.0002
H 3.40381 -0.48460 -4.87651  0.0000
H 3.05411 3.66862 -3.92949  0.0002
H 4.60772 2.77810 -4.18219  0.0001
H 4.51037 0.81211 -1.03936  0.0000
H 5.60764 1.19950 -2.42246  0.0003
H 3.10755 -0.95180 -1.40958  0.0002
H 2.47686 -1.48815 -2.96407  0.0003
H 0.99695 2.29028 -4.11235  0.0006
H 1.17270 0.63543 -4.80685  0.0009
H 2.48487 2.09440 -0.61717  0.0003
H 1.70927 2.92582 -2.02690  0.0003